Record 1
The following is a quantum chemistry calculation of a cluster of 5 separate species, C21H45BClN2O9S4 in total, from the OMol25 dataset.

Results
orbital gap: 0.3140 hartree
lowest unoccupied orbital energy: -3.4 eV

Structure (ORCA input):
```
! RIJCOSX wB97M-V def2-TZVPD def2/J DEFGRID3
* xyz 1 1
C 5.89 -1.75 3.64
B 4.66 -2.34 2.80
O 4.88 -3.19 1.68
C 3.17 -1.91 3.27
C 2.02 -2.72 2.61
N 0.73 -2.03 2.96
C 0.61 -0.66 2.36
C 2.04 -0.19 1.94
Cl 1.97 1.59 1.64
N 3.02 -0.46 2.99
H 5.52 -0.81 4.10
H 6.22 -2.43 4.44
H 6.75 -1.51 2.98
H 4.91 -2.62 0.90
H 3.11 -2.06 4.37
H 2.14 -2.86 1.53
H 1.95 -3.73 3.05
H 0.70 -1.92 3.98
H -0.08 -2.62 2.75
H 0.30 0.04 3.17
H -0.12 -0.61 1.54
H 2.34 -0.62 0.97
H 2.85 0.09 3.82
C -1.07 0.58 -3.72
C -0.86 1.89 -2.96
C 0.07 1.60 -1.78
S 1.08 0.20 -2.28
O 0.76 -0.93 -1.43
O 2.44 0.64 -2.47
C 0.31 -0.04 -3.87
H -1.55 0.74 -4.69
H -1.72 -0.08 -3.14
H -0.39 2.62 -3.62
H -1.81 2.32 -2.62
H 0.71 2.44 -1.55
H -0.49 1.30 -0.89
H 0.29 -1.10 -4.11
H 0.91 0.50 -4.61
C 5.39 -3.39 -1.96
C 5.82 -4.79 -1.49
C 5.00 -5.81 -2.30
S 4.62 -5.02 -3.86
O 3.19 -4.83 -3.94
O 5.36 -5.66 -4.92
C 5.38 -3.45 -3.48
H 6.06 -2.62 -1.59
H 4.38 -3.17 -1.59
H 6.88 -4.93 -1.69
H 5.66 -4.92 -0.42
H 5.57 -6.72 -2.49
H 4.06 -6.05 -1.80
H 4.81 -2.64 -3.94
H 6.39 -3.47 -3.89
C -4.10 1.98 4.46
C -4.09 0.45 4.52
C -4.29 -0.06 3.08
S -3.62 1.21 2.01
O -4.70 1.78 1.23
O -2.42 0.73 1.37
C -3.19 2.36 3.30
H -3.76 2.42 5.40
H -5.12 2.34 4.28
H -3.13 0.10 4.90
H -4.87 0.07 5.18
H -3.76 -0.99 2.90
H -5.35 -0.18 2.84
H -3.34 3.38 2.95
H -2.14 2.20 3.55
C -6.57 5.07 -3.06
C -6.83 4.70 -1.59
C -5.57 4.00 -1.06
S -4.20 4.65 -2.02
O -3.64 3.58 -2.81
O -3.38 5.48 -1.18
C -5.18 5.69 -3.09
H -7.33 5.75 -3.44
H -6.59 4.16 -3.67
H -7.01 5.61 -1.02
H -7.71 4.06 -1.48
H -5.40 4.22 -0.01
H -5.61 2.93 -1.22
H -4.74 5.72 -4.09
H -5.19 6.69 -2.66
*
```


Record 2
The following is a quantum chemistry calculation of a cluster of 3 separate species, C21H45BN3O8S2 in total, from the OMol25 dataset.

Results
orbital gap: 0.1939 hartree
lowest unoccupied orbital energy: 1.5 eV

Structure (ORCA input):
```
! RIJCOSX wB97M-V def2-TZVPD def2/J DEFGRID3
* xyz -1 1
C 2.83 -1.97 2.41
C 2.81 -0.38 2.48
C 1.48 0.18 1.87
C 1.66 1.62 1.19
C 1.24 1.60 -0.35
N 1.22 2.76 1.96
N 2.17 3.06 2.95
C -0.15 2.99 2.33
C -0.62 4.47 1.89
C 0.53 5.51 1.77
C 0.97 6.15 3.15
C 1.23 7.69 2.89
O 2.17 7.94 1.83
B -1.34 2.04 1.81
O -1.70 1.94 0.41
N -2.18 1.24 2.74
C -2.78 0.09 2.02
C -3.35 2.13 3.09
C -0.24 2.94 3.93
O -0.64 3.90 4.61
O 0.09 1.84 4.51
H 1.83 -2.39 2.67
H 3.56 -2.30 3.19
H 3.18 -2.33 1.42
H 3.74 0.01 2.01
H 2.85 -0.14 3.57
H 0.70 0.20 2.67
H 1.10 -0.49 1.06
H 2.77 1.70 1.12
H 0.97 2.60 -0.73
H 0.39 0.88 -0.45
H 2.08 1.12 -0.93
H 3.02 3.44 2.54
H 2.37 2.25 3.55
H -1.03 4.34 0.85
H -1.47 4.84 2.50
H 1.40 5.18 1.17
H 0.11 6.38 1.20
H 0.16 6.12 3.91
H 1.94 5.72 3.49
H 1.65 8.10 3.86
H 0.27 8.24 2.75
H 3.04 7.91 2.26
H -2.28 2.71 0.24
H -3.30 -0.54 2.79
H -2.00 -0.56 1.57
H -3.57 0.39 1.29
H -4.19 1.48 3.43
H -3.01 2.76 3.95
H -3.62 2.77 2.22
C -0.82 -0.93 -2.52
C -0.81 -2.31 -3.20
C -1.28 -3.33 -2.16
S -2.35 -2.44 -1.03
O -1.73 -2.42 0.26
O -3.72 -2.88 -1.22
C -2.15 -0.84 -1.79
H -0.71 -0.12 -3.24
H 0.00 -0.87 -1.81
H -1.50 -2.30 -4.05
H 0.17 -2.56 -3.58
H -1.84 -4.15 -2.62
H -0.45 -3.74 -1.59
H -2.17 -0.06 -1.02
H -2.98 -0.69 -2.49
C 0.60 -7.80 -5.36
C -0.50 -7.00 -6.05
C -0.87 -5.84 -5.12
S 0.60 -5.47 -4.16
O 0.34 -5.78 -2.78
O 1.13 -4.20 -4.58
C 1.61 -6.77 -4.86
H 1.07 -8.51 -6.05
H 0.19 -8.36 -4.52
H -0.13 -6.60 -7.00
H -1.37 -7.61 -6.27
H -1.17 -4.95 -5.67
H -1.66 -6.12 -4.42
H 2.28 -7.17 -4.09
H 2.18 -6.34 -5.68
*
```


Record 3
The following is a quantum chemistry calculation of a structure of composition C21H45F2N5O6S2, from the OMol25 dataset.

Results
orbital gap: 0.2476 hartree
lowest unoccupied orbital energy: -1.4 eV

Structure (ORCA input):
```
! RIJCOSX wB97M-V def2-TZVPD def2/J DEFGRID3
* xyz 0 1
C -2.47 1.39 -3.02
O -1.30 1.91 -2.45
C -0.09 1.26 -2.79
C 0.91 2.22 -3.48
C 2.13 2.48 -2.60
C 1.81 3.51 -1.49
C 2.21 3.11 -0.07
C 1.09 2.42 0.74
C 1.74 1.39 1.66
C 0.80 0.49 2.49
C -0.68 0.52 2.13
C -1.06 -0.30 0.91
N -0.97 -1.74 1.17
C -2.12 -2.41 1.82
C -3.10 -3.09 0.87
C -3.62 -2.19 -0.26
C -2.82 -2.31 -1.55
O -3.70 -2.51 -2.64
C -2.98 -2.57 -3.86
C 0.07 -2.41 0.84
N 1.19 -1.85 0.20
C 2.31 -2.46 0.88
C 1.67 -3.66 1.65
N 0.30 -3.77 1.12
C 0.08 -4.60 -0.10
C 1.24 -5.49 -0.52
N 2.15 -4.78 -1.41
H -3.15 2.20 -3.26
H -3.01 0.73 -2.33
H -2.30 0.83 -3.94
H 0.40 0.91 -1.89
H -0.25 0.38 -3.41
H 0.38 3.15 -3.62
H 1.18 1.75 -4.42
H 2.45 1.54 -2.16
H 2.94 2.82 -3.22
H 0.77 3.81 -1.54
H 2.38 4.40 -1.75
H 2.52 4.00 0.46
H 3.08 2.47 -0.12
H 0.69 3.21 1.37
H 0.35 2.02 0.06
H 2.33 1.95 2.38
H 2.45 0.79 1.09
H 0.92 0.70 3.55
H 1.12 -0.54 2.36
H -1.21 0.08 2.98
H -1.08 1.52 2.05
H -0.42 -0.05 0.07
H -2.07 -0.02 0.63
H -2.64 -1.70 2.46
H -1.69 -3.15 2.48
H -2.65 -4.00 0.50
H -3.95 -3.37 1.47
H -3.65 -1.15 0.04
H -4.63 -2.51 -0.49
H -2.21 -3.21 -1.47
H -2.19 -1.43 -1.70
H -3.58 -3.08 -4.60
H -2.04 -3.12 -3.75
H -2.75 -1.56 -4.20
H 1.15 -2.03 -0.80
H 3.17 -2.67 0.26
H 2.69 -1.79 1.64
H 2.22 -4.58 1.78
H 1.52 -3.33 2.67
H -0.82 -5.19 0.05
H -0.09 -3.94 -0.94
H 1.74 -5.97 0.32
H 0.79 -6.30 -1.09
H 3.01 -4.49 -0.96
H 2.36 -5.31 -2.25
N 1.48 7.44 3.37
S 1.11 6.14 2.56
O -0.28 5.93 2.31
O 1.90 4.97 2.84
F 1.66 6.60 1.14
S 1.03 7.42 4.89
O 1.10 8.72 5.47
O 1.50 6.32 5.66
F -0.54 7.16 4.79
*
```


Record 4
The following is a quantum chemistry calculation of a cluster of 3 separate species, C21H45FN2O7P in total, from the OMol25 dataset.

Results
orbital gap: 0.2376 hartree
lowest unoccupied orbital energy: 2.4 eV

Structure (ORCA input):
```
! RIJCOSX wB97M-V def2-TZVPD def2/J DEFGRID3
* xyz -1 1
C -3.62 1.44 -1.70
C -3.45 0.84 -2.73
C -2.97 -0.08 -3.79
C -2.10 0.57 -4.94
C -2.08 2.11 -4.99
P -0.89 2.94 -3.71
O 0.64 2.47 -4.41
C 1.34 1.89 -3.30
C 0.74 2.38 -1.88
C 2.03 2.77 -1.06
C 1.78 2.60 0.44
O 1.71 3.48 1.23
F 1.61 1.31 0.85
O -0.07 3.46 -2.20
H -3.81 1.91 -0.77
H -2.39 -0.91 -3.38
H -3.87 -0.52 -4.25
H -2.54 0.21 -5.88
H -1.07 0.19 -4.84
H -1.72 2.39 -6.01
H -3.09 2.54 -4.92
H -0.93 4.25 -4.31
H -2.11 3.36 -3.03
H -0.85 1.62 -3.10
H 2.31 2.41 -3.31
H 1.36 0.80 -3.43
H 0.30 1.59 -1.25
H 2.35 3.79 -1.27
H 2.82 2.04 -1.30
C -6.09 -3.45 3.15
O -6.45 -2.26 3.82
C -5.53 -1.87 4.83
C -4.75 -0.63 4.41
N -3.80 -0.93 3.34
C -3.22 0.25 2.70
C -4.17 1.24 2.00
O -4.78 0.73 0.83
C -5.93 -0.07 1.05
H -6.95 -3.78 2.57
H -5.26 -3.28 2.45
H -5.82 -4.25 3.85
H -4.86 -2.68 5.11
H -6.12 -1.61 5.71
H -4.20 -0.25 5.28
H -5.48 0.13 4.11
H -4.27 -1.48 2.63
H -2.52 -0.11 1.95
H -2.63 0.80 3.44
H -3.56 2.08 1.67
H -4.92 1.66 2.68
H -6.50 0.25 1.92
H -5.65 -1.12 1.14
H -6.56 0.01 0.17
C 7.89 0.13 1.61
O 7.83 -1.25 1.29
C 7.04 -2.02 2.20
C 5.74 -2.47 1.56
N 4.83 -1.35 1.35
C 3.68 -1.65 0.49
C 3.95 -2.09 -0.95
O 4.49 -1.08 -1.78
C 5.88 -0.88 -1.68
H 8.68 0.57 1.00
H 6.95 0.64 1.37
H 8.13 0.29 2.66
H 6.86 -1.48 3.13
H 7.63 -2.91 2.44
H 5.26 -3.21 2.21
H 5.99 -2.97 0.61
H 5.33 -0.58 0.94
H 3.08 -0.74 0.45
H 3.07 -2.41 0.98
H 2.98 -2.35 -1.39
H 4.56 -3.00 -1.01
H 6.42 -1.81 -1.47
H 6.11 -0.13 -0.92
H 6.24 -0.48 -2.63
*
```


Record 5
The following is a quantum chemistry calculation of a structure of composition C21H45N2P3PbSSe, from the OMol25 dataset.

Results
relative energy (zero: lowest compared OMol25 entry of this formula, charge and spin): 0.0 kJ/mol
orbital gap (spin up / spin down): 0.2047 / 0.1950 hartree
lowest unoccupied orbital energy (spin up / spin down): -13.5 / -14.3 eV

Structure (ORCA input):
```
! RIJCOSX wB97M-V def2-TZVPD def2/J DEFGRID3
* xyz 4 1
Pb 0.00 0.00 0.24
P -1.90 -0.86 2.33
P 1.01 -2.58 -0.41
P -2.30 -0.91 -1.40
H 0.55 2.73 -1.32
C -0.52 2.51 -1.33
C -1.31 2.76 -0.25
H -0.90 3.19 0.68
C -1.40 -0.35 4.02
C -2.24 -2.64 2.63
C -3.59 -0.15 2.30
C 2.04 -2.37 -1.90
C 2.25 -3.04 0.84
C 0.04 -4.10 -0.72
C -3.58 0.34 -1.82
C -3.40 -2.34 -1.08
C -1.73 -1.32 -3.09
H -0.93 2.13 -2.27
H -2.40 2.63 -0.28
H -1.26 0.73 4.07
H -0.47 -0.85 4.32
H -2.19 -0.64 4.73
H -1.29 -3.16 2.80
H -2.74 -3.09 1.76
H -2.88 -2.75 3.52
H -3.53 0.94 2.23
H -4.12 -0.43 3.23
H -4.16 -0.53 1.44
H 2.61 -3.29 -2.09
H 2.74 -1.54 -1.74
H 1.42 -2.15 -2.78
H 2.81 -3.92 0.49
H 1.76 -3.27 1.80
H 2.95 -2.21 0.99
H 0.72 -4.96 -0.86
H -0.59 -3.99 -1.61
H -0.61 -4.30 0.15
H -4.20 -0.10 -2.61
H -3.11 1.26 -2.19
H -4.20 0.56 -0.95
H -4.01 -2.48 -1.98
H -4.05 -2.16 -0.22
H -2.81 -3.25 -0.90
H -2.63 -1.40 -3.71
H -1.18 -2.27 -3.10
H -1.08 -0.53 -3.48
C 2.12 2.16 -5.13
C 1.48 3.10 -4.31
C 1.19 4.38 -4.77
C 1.60 4.77 -6.06
C 2.29 3.86 -6.87
C 2.55 2.57 -6.42
Se 2.37 0.37 -4.54
H 1.94 0.66 -3.12
H 1.18 2.81 -3.30
H 0.66 5.08 -4.13
H 1.37 5.78 -6.42
H 2.61 4.17 -7.87
H 3.09 1.86 -7.05
S 2.30 0.91 1.38
C 2.01 0.80 3.09
N 1.51 1.84 3.78
C 1.46 1.90 5.24
C 2.57 1.04 5.81
C 2.54 -0.36 5.23
N 2.30 -0.32 3.78
H 1.23 2.65 3.23
H 0.48 1.56 5.58
H 1.56 2.95 5.54
H 2.47 0.99 6.90
H 3.53 1.51 5.58
H 1.77 -0.97 5.71
H 3.50 -0.87 5.40
H 2.70 -1.06 3.21
*
```


Record 6
The following is a quantum chemistry calculation of a structure of composition C21H45OP3SeY, from the OMol25 dataset.

Results
relative energy (zero: lowest compared OMol25 entry of this formula, charge and spin): 356.8 kJ/mol
orbital gap (spin up / spin down): 0.2148 / 0.1759 hartree
lowest unoccupied orbital energy (spin up / spin down): -11.8 / -12.6 eV

Structure (ORCA input):
```
! RIJCOSX wB97M-V def2-TZVPD def2/J DEFGRID3
* xyz 3 1
Y -0.38 -0.13 -0.73
P 0.96 1.77 1.43
P 2.43 -0.04 -1.84
P 1.25 -1.64 1.35
H -4.44 -0.16 1.97
C -3.89 -0.51 2.85
C -3.06 0.32 3.50
H -2.96 1.38 3.21
C 0.44 3.53 1.28
C 2.78 2.11 1.51
C 0.58 1.54 3.22
C 2.71 -1.32 -3.14
C 3.03 1.39 -2.81
C 4.00 -0.35 -0.92
C 0.03 -1.86 2.72
C 2.75 -1.32 2.37
C 1.63 -3.42 1.08
H -3.99 -1.57 3.13
H -2.51 0.00 4.40
H -0.65 3.59 1.25
H 0.85 3.98 0.36
H 0.81 4.09 2.15
H 3.17 2.29 0.50
H 3.32 1.26 1.95
H 2.97 3.00 2.13
H -0.45 1.16 3.32
H 0.65 2.50 3.75
H 1.27 0.82 3.68
H 3.56 -0.98 -3.75
H 1.80 -1.43 -3.75
H 2.93 -2.28 -2.67
H 3.73 0.98 -3.55
H 3.56 2.10 -2.16
H 2.18 1.89 -3.31
H 4.79 -0.32 -1.69
H 3.97 -1.34 -0.46
H 4.17 0.43 -0.17
H 0.16 -2.89 3.09
H -0.99 -1.72 2.34
H 0.22 -1.14 3.52
H 3.02 -2.28 2.84
H 2.57 -0.58 3.16
H 3.59 -1.00 1.74
H 1.90 -3.81 2.08
H 2.49 -3.49 0.41
H 0.78 -3.94 0.61
C -1.90 -3.33 -1.78
C -2.88 -2.80 -0.89
C -4.16 -3.39 -0.85
C -4.45 -4.53 -1.62
C -3.47 -5.09 -2.44
C -2.19 -4.54 -2.49
Se -0.30 -2.40 -2.14
H -1.73 0.84 0.43
H -2.68 -1.95 -0.24
H -4.93 -2.96 -0.21
H -5.46 -4.96 -1.58
H -3.73 -5.98 -3.07
H -1.41 -5.03 -3.08
C -2.39 3.88 -1.51
C -1.08 4.47 -2.03
C -0.13 3.29 -2.23
O -0.79 2.07 -1.64
C -2.09 2.46 -0.97
H -2.90 4.53 -0.78
H -3.05 3.69 -2.37
H -0.66 5.21 -1.33
H -1.29 4.97 -2.99
H 0.04 3.12 -3.30
H 0.83 3.42 -1.72
H -1.95 2.54 0.12
H -2.96 1.84 -1.25
*
```